Record 1
# C31H29B2F7N4O6

5 unconnected molecules or ions with the total composition C31H29B2F7N4O6 in a non-equilibrium geometry (ωB97M-V/def2-TZVPD, the OMol25 dataset).

The geometry in XYZ format:
```
79
Properties=species:S:1:pos:R:3:forces:R:3:mulliken_charge:R:1
C -2.541556 0.537737 -1.277702 -0.134 -0.322 -0.400 -0.64
C -3.057877 -0.792892 -2.145743 -0.082 1.786 0.566 -0.16
O -1.935358 -1.744532 -2.169038 -1.752 -2.172 1.852 -0.48
B -2.284546 -3.005327 -1.431972 -0.890 0.707 -2.489 0.48
O -3.352589 -3.851140 -2.004804 3.522 1.717 0.685 -0.67
C -1.440865 -3.293632 -0.049517 0.044 -1.308 4.756 0.66
C -2.065185 -3.732321 1.262783 2.908 0.762 -2.949 -0.13
B -3.686072 -3.962274 1.417227 -2.526 -0.150 0.341 0.62
O -4.403984 -5.248505 1.269452 0.222 4.226 1.613 -0.52
O -4.496741 -2.739391 1.755907 3.200 -1.275 -1.696 -0.61
C -1.078119 -3.941984 2.596578 -0.421 -3.358 2.729 0.02
O -1.226589 -4.955599 3.464889 0.915 6.778 -5.559 -0.54
C 0.115484 -2.780107 2.747480 1.075 0.566 -4.367 -0.21
C 0.739407 -2.340916 1.435057 -1.587 -1.265 2.898 -0.02
C 1.892682 -1.177297 1.362834 0.964 -0.581 -1.169 0.83
F 3.263443 -1.749945 1.583158 -4.494 1.877 -0.779 -0.20
F 1.880565 -0.511038 0.009850 0.067 -2.158 4.375 -0.29
C 1.708544 0.017249 2.470840 2.221 1.573 0.589 0.31
F 2.638914 1.131174 2.063406 -2.902 -3.686 1.399 -0.28
F 2.092491 -0.391087 3.841879 -1.240 1.094 -4.429 -0.25
C 0.210160 0.679011 2.537984 -1.475 2.737 1.021 0.69
F -0.511839 0.177192 3.755425 2.107 1.575 -4.656 -0.24
F -0.580580 0.571415 1.289576 2.708 0.039 4.743 -0.18
F 0.418891 2.155830 2.779199 -1.029 -5.141 -0.823 -0.24
C 0.215251 -3.071715 0.024893 2.797 -1.514 -3.730 0.23
O 1.056579 -3.484551 -0.949387 -5.546 2.945 6.567 -0.59
H -2.738763 1.555523 -1.863076 0.144 -2.271 1.408 0.32
H -1.373268 0.454734 -1.167839 -2.414 0.065 -0.012 0.08
H -3.105191 0.514011 -0.234084 1.448 0.376 -2.139 0.16
H -3.341161 -0.402352 -3.212163 0.581 -1.232 1.883 0.31
H -3.986779 -1.255805 -1.604571 1.601 0.839 -1.265 0.16
H -3.077529 -3.990241 -2.964977 -0.717 0.017 1.326 0.32
H -5.339028 -5.063623 1.637689 2.001 -0.485 -1.015 0.33
H -3.954308 -1.914719 1.494753 -1.224 -1.941 0.848 0.31
H 0.414317 -2.334629 3.787565 -0.588 -1.099 -2.178 0.38
N -0.601669 6.948550 5.079577 0.370 -0.332 -0.882 -0.60
C -0.730505 5.681966 4.627341 0.032 0.917 0.417 -0.30
C -0.198437 5.233750 3.428945 0.145 0.160 -0.190 -0.02
C 0.506117 6.138829 2.642221 0.163 -0.121 0.154 -0.56
C 0.654206 7.450858 3.080127 0.032 -0.266 0.079 -0.22
C 0.089058 7.803966 4.294966 -0.465 -0.489 0.577 -0.28
H -1.291382 5.014523 5.275104 0.047 0.019 -0.068 0.37
H -0.330569 4.204139 3.116380 -0.020 0.217 0.058 0.42
H 0.936481 5.824481 1.695847 -0.063 0.024 0.096 0.38
H 1.197129 8.180396 2.489977 -0.040 -0.046 0.052 0.50
H 0.180301 8.815095 4.681751 0.011 -0.065 -0.057 0.37
N -1.690649 6.735515 -0.656194 0.109 0.991 -0.224 -0.50
C -1.297735 7.588858 0.314772 -0.358 -0.695 -0.543 -0.31
C -1.140663 8.952482 0.125022 -0.048 0.074 -0.301 -0.47
C -1.397868 9.475172 -1.137966 0.011 0.014 0.001 -0.31
C -1.802299 8.621355 -2.159018 0.077 0.149 0.222 -0.36
C -1.934752 7.272424 -1.871348 0.145 -0.475 0.779 -0.21
H -1.106030 7.132573 1.281578 -0.173 0.185 -0.242 0.65
H -0.825013 9.591370 0.941993 -0.033 -0.073 -0.042 0.39
H -1.284393 10.539009 -1.325118 -0.016 -0.119 0.018 0.36
H -2.009939 8.997456 -3.154358 0.011 -0.054 0.087 0.36
H -2.251223 6.566115 -2.633767 0.027 0.087 0.026 0.36
N 8.181936 -4.214859 0.576845 -0.789 0.568 0.277 -0.57
C 8.207674 -3.394150 1.649750 0.080 -0.595 -0.715 -0.19
C 7.134786 -2.612997 2.048320 -0.170 -0.082 -0.209 -0.60
C 5.963715 -2.672230 1.300266 0.014 0.079 0.072 0.02
C 5.907051 -3.506652 0.188671 0.045 0.155 0.233 -0.47
C 7.030796 -4.252526 -0.128786 0.825 -0.047 0.417 -0.29
H 9.144583 -3.380396 2.198997 -0.073 0.017 -0.013 0.35
H 7.210577 -1.973623 2.920509 0.013 -0.056 -0.074 0.36
H 5.102238 -2.073403 1.581181 0.578 -0.217 -0.097 0.68
H 5.009345 -3.574905 -0.415259 0.063 -0.001 0.045 0.41
H 7.034979 -4.921366 -0.984908 -0.033 0.064 0.055 0.35
N -2.154158 -5.555685 -4.465805 0.335 -0.072 -0.904 -0.30
C -2.282994 -6.822269 -4.918042 -0.046 0.724 0.472 -0.28
C -1.750925 -7.270485 -6.116437 0.136 0.242 -0.095 -0.52
C -1.046371 -6.365407 -6.903161 0.002 0.025 0.010 -0.11
C -0.898282 -5.053376 -6.465255 -0.035 -0.262 -0.060 -0.73
C -1.463431 -4.700268 -5.250416 -0.413 -0.471 0.516 0.09
H -2.843871 -7.489712 -4.270279 0.053 0.036 -0.073 0.38
H -1.883059 -8.300097 -6.429003 -0.004 0.102 0.063 0.36
H -0.616008 -6.679754 -7.849536 -0.051 0.040 0.115 0.37
H -0.355360 -4.323838 -7.055404 -0.056 -0.055 0.086 0.35
H -1.372188 -3.689139 -4.863632 0.058 -0.020 -0.082 0.37
```
Forces are in eV/Å.

Properties
Frontier orbital gap in eV: 7.044
SMILES: CCOB(O)C1=C(B(O)O)C(=O)C=C(C(F)(F)C(F)(F)C(F)(F)F)C1=O.c1ccncc1.c1ccncc1.c1ccncc1.c1ccncc1

Record 2
# C31H29BrN5O4W

A molecular structure, C31H29BrN5O4W in a non-equilibrium geometry (ωB97M-V/def2-TZVPD, the OMol25 dataset).

The geometry in XYZ format:
```
71
Properties=species:S:1:pos:R:3:forces:R:3:mulliken_charge:R:1
W -0.399145 0.459219 0.472966 -0.219 0.606 0.706 1.45
O 0.933335 -0.167177 1.818231 0.265 -0.079 0.086 -0.67
C 1.419312 0.474059 2.863248 -0.128 -0.005 0.019 0.30
C 2.596679 -0.003378 3.451194 0.138 -0.051 0.035 -0.49
C 3.170246 0.648066 4.522732 -0.042 0.021 0.013 -0.47
C 2.579695 1.793287 5.067614 0.080 -0.005 0.037 -0.86
C 1.402083 2.249058 4.528685 -0.060 0.044 0.045 -0.81
C 0.801001 1.615040 3.427339 0.105 0.034 -0.032 0.77
C -0.445675 2.146570 2.957829 0.016 -0.035 0.141 -0.21
N -1.088560 1.782074 1.899954 -0.385 0.702 0.618 0.31
C -2.471254 2.298458 1.754959 0.013 -0.061 -0.163 -1.00
C -2.970102 2.067151 0.329363 0.111 -0.045 0.093 -0.73
N -2.502947 0.727048 -0.030691 0.005 0.407 0.062 -0.27
C -3.343009 -0.158741 -0.410362 -0.135 -0.155 -0.056 -0.48
C -3.087180 -1.571870 -0.322091 0.009 -0.061 0.016 0.67
C -3.880914 -2.513026 -0.993855 -0.032 0.065 -0.061 -0.63
C -3.780502 -3.852915 -0.702931 0.027 -0.045 0.007 -0.82
C -2.918054 -4.259426 0.324004 -0.048 0.003 -0.014 -0.52
C -2.154072 -3.349294 1.021992 0.100 -0.060 0.075 -0.64
C -2.188145 -1.986214 0.689876 -0.087 0.026 -0.217 0.47
O -1.421807 -1.129709 1.322742 0.302 0.191 -0.192 -0.95
H 3.038902 -0.902374 3.039396 -0.009 0.029 -0.006 0.49
H 4.083998 0.258049 4.955970 -0.025 0.013 -0.023 0.44
H 3.036375 2.301204 5.907133 -0.041 -0.038 -0.032 0.44
H 0.911835 3.118761 4.953834 0.028 -0.023 -0.021 0.41
H -0.907989 2.903179 3.590792 0.004 0.026 0.052 0.42
H -2.517418 3.353863 2.018096 0.040 0.078 0.014 0.60
H -3.107324 1.742016 2.442693 -0.001 -0.057 0.084 0.36
H -2.559231 2.804850 -0.351525 0.056 0.011 -0.083 0.15
H -4.056852 2.121809 0.309223 -0.090 -0.003 -0.037 0.60
H -4.342292 0.164418 -0.703327 -0.049 -0.006 0.045 0.53
H -4.577798 -2.166855 -1.751031 0.018 -0.021 0.049 0.46
H -4.379741 -4.579401 -1.235733 0.027 0.029 0.025 0.45
H -2.856069 -5.310679 0.582186 0.001 0.044 -0.012 0.44
H -1.493631 -3.657805 1.823902 -0.036 -0.004 -0.031 0.55
C 4.762542 3.016538 1.380566 -0.057 -0.024 -0.018 -0.95
O 3.337246 3.001424 1.252118 0.109 0.046 0.071 -0.37
C 2.717235 2.033866 0.581463 0.233 -0.005 0.107 0.11
O 1.499928 2.037545 0.599189 -0.447 -0.383 -0.173 0.00
N 3.496130 1.136592 -0.067285 -0.195 0.063 0.104 -0.08
N 2.901473 0.120184 -0.798713 -0.207 -0.009 -0.099 -0.43
H 4.987127 3.851987 2.032512 0.001 0.043 0.016 0.25
H 5.240533 3.179862 0.414290 0.023 0.013 -0.031 0.37
H 5.120782 2.096780 1.845267 -0.010 -0.013 0.016 0.38
H 4.496068 1.206839 -0.038866 0.127 0.086 0.017 0.20
H 3.218397 -0.781474 -0.477182 0.021 -0.102 0.061 0.25
H 3.081065 0.238272 -1.785871 0.028 -0.006 -0.066 0.24
N 0.006485 -0.971918 -0.895583 0.452 -0.436 -0.292 -0.08
C 0.030058 -1.946925 -1.491102 0.191 -0.885 -0.727 0.85
C 0.071726 -3.159736 -2.242101 -0.118 -0.161 -0.010 0.04
C -0.216186 -3.148810 -3.606882 0.024 0.194 -0.049 -0.49
C -0.205687 -4.337102 -4.312631 -0.014 -0.047 -0.056 -0.68
C 0.078357 -5.531707 -3.662715 -0.010 0.003 0.021 -0.37
C 0.363633 -5.541045 -2.302947 -0.009 -0.022 0.013 -0.76
C 0.359275 -4.358446 -1.586633 0.070 0.067 0.145 -0.29
H -0.437917 -2.211802 -4.102582 -0.013 -0.037 0.002 0.50
H -0.421968 -4.332862 -5.372693 -0.006 -0.001 0.028 0.43
H 0.073591 -6.461598 -4.217614 0.018 0.042 0.012 0.42
H 0.585155 -6.471898 -1.797527 -0.005 0.023 -0.025 0.42
H 0.577051 -4.346595 -0.525784 -0.041 -0.032 -0.036 0.51
Br -0.807115 4.828939 -4.863199 0.014 -0.010 0.012 -0.18
C -0.648602 3.621787 -3.413812 -0.003 0.049 -0.035 -0.17
C -0.362395 4.100877 -2.146184 0.005 -0.009 0.005 -0.67
C -0.257844 3.205690 -1.091244 0.043 0.048 -0.043 -0.49
C -0.425418 1.821869 -1.249678 -0.109 0.012 -0.195 0.86
C -0.720637 1.397298 -2.547331 -0.014 -0.104 0.028 -0.38
C -0.828671 2.268129 -3.624287 0.000 0.012 -0.062 -0.73
H -0.223793 5.161992 -1.983260 -0.013 -0.019 -0.005 0.48
H -0.028939 3.612287 -0.115071 -0.009 0.031 0.028 0.42
H -0.889333 0.344869 -2.743780 -0.034 -0.003 -0.044 0.19
H -1.053124 1.898969 -4.617247 -0.003 0.001 0.037 0.46
```
Forces are in eV/Å.

Properties
Frontier orbital gap (spin up / spin down) in eV: 6.992 / 7.429
Spin multiplicity: 3
⟨S²⟩: 2.023
Charge: +1